{
  "formula": "C2H4O2S2",
  "method": "ωB97M-V with the def2-TZVPD basis set",
  "e_tot_ha": -1025.3692,
  "spin_multiplicity": 1,
  "lumo_ha": -0.0181,
  "de_lowest_ev": 2.620,
  "elements": ["H", "H", "H", "S", "S", "C", "O", "O", "C", "H"],
  "coordinates": [[1.279, -0.785, -1.152], [-0.309, -1.857, 0.930], [-0.288, -0.110, -1.764], [-0.882, -1.952, -0.341], [1.109, -0.437, 2.101], [0.240, -0.398, -0.923], [-0.645, 1.729, -0.444], [0.325, 0.722, 1.275], [0.051, 0.680, 0.066], [-0.881, 2.408, 0.253]],
  "forces_ev_per_angstrom": [[-1.245, 0.730, 0.690], [-0.283, -0.229, -0.607], [-0.594, 0.648, -1.894], [1.567, 1.896, 0.360], [1.660, -2.390, 1.725], [0.559, -2.768, 1.739], [0.322, -0.005, 1.267], [-1.221, 2.139, -1.345], [-1.296, 1.166, -1.152], [0.531, -1.187, -0.783]],
  "lowdin_charge": [0.1153, -0.2231, 0.0349, 0.6325, 0.5482, -0.3333, 0.1103, -0.5093, -0.5455, 0.1700]
}